Record 1
33
Properties=species:S:1:pos:R:3 method="wB97M-V/def2-TZVPD" homo_ev=-10.766 homo_lumo_gap_ev=7.90 charge=+1 lumo_ev=-2.9 spin_multiplicity=1
K -0.636 -0.766 0.375
C 0.436 1.348 0.687
O -0.600 1.169 1.376
N 0.650 2.300 -0.227
N 1.529 0.711 0.970
H 1.420 2.163 -0.866
H -0.013 2.986 -0.560
H 2.351 1.016 0.467
H 1.549 -0.022 1.664
C 0.054 -0.439 -2.236
O -0.556 -0.039 -1.263
N 0.483 -1.622 -2.367
N 0.265 0.290 -3.259
H 0.345 -2.277 -1.610
H 1.352 -1.659 -2.881
H -0.285 1.130 -3.156
H 0.711 -0.087 -4.083
C -2.910 0.566 0.221
O -2.281 -0.466 -0.037
N -2.654 1.367 1.165
N -3.753 1.054 -0.668
H -2.935 2.335 1.096
H -1.863 1.133 1.748
H -3.989 0.536 -1.502
H -4.326 1.882 -0.593
C 1.528 -1.547 1.847
O 0.587 -0.782 1.736
N 2.586 -1.206 2.552
N 1.676 -2.729 1.375
H 3.286 -1.853 2.888
H 2.557 -0.238 2.836
H 2.445 -3.324 1.647
H 0.991 -2.927 0.659

=====

Record 2
11
Properties=species:S:1:pos:R:3 method="wB97M-V/def2-TZVPD" homo_ev="-8.490 / -8.031" homo_lumo_gap_ev="8.20 / 6.01" charge=0 lumo_ev="-0.3 / -2.0" spin_multiplicity=1
C -0.109 -0.846 0.776
C 0.244 0.530 0.197
C -0.124 0.778 -1.119
N 0.721 -1.737 0.066
N 1.173 -1.630 -0.967
Cl 0.821 1.954 -1.998
I -1.548 1.540 1.644
H 0.031 -0.993 1.748
H -1.290 -1.099 0.602
H 1.170 0.890 0.737
H -1.088 0.614 -1.686

=====

Record 3
6
Properties=species:S:1:pos:R:3 method="wB97M-V/def2-TZVPD" homo_ev=-9.524 homo_lumo_gap_ev=8.68 charge=0 lumo_ev=-0.8 spin_multiplicity=1
C 0.419 0.852 0.846
C -0.565 -0.417 -1.341
C 0.721 0.013 -0.014
O 0.690 -0.988 -0.865
Cl -1.724 -1.450 -0.817
Br 0.459 1.990 2.191

=====

Record 4
9
Properties=species:S:1:pos:R:3 method="wB97M-V/def2-TZVPD" homo_ev="-8.910 / -8.096" homo_lumo_gap_ev="8.73 / 7.67" charge=0 lumo_ev="-0.2 / -0.4" spin_multiplicity=1
C -0.929 0.284 -0.014
N 0.128 0.758 0.502
N 0.417 1.440 1.513
N 0.299 -1.419 -1.074
O -0.957 -0.811 -0.802
O 1.286 -0.644 -0.970
H -1.897 0.770 -0.021
H 1.309 1.918 1.393
H 0.343 -2.296 -0.526

=====

Respective max |F| values: 15.92, 6.11, 3.83, 1.55 eV/Å.
Respective calculated total energy values: -1500.2872, -983.9628, -3223.5282, -354.4124 hartree.